Here is a molecular structure, ClH36NaO18 at a distorted geometry from the Open Molecules 2025 dataset. Energies are from wB97M-V/def2-TZVPD.

Properties
HOMO-LUMO gap: 6.43 eV
largest force on an atom: 1.64 eV/A
ΔE to the lowest compared entry with this formula, charge and spin: 0.00 kcal/mol
E_HOMO: -7.29 eV
LUMO: -0.860 eV

```
! wB97M-V def2-TZVPD RIJCOSX def2/J DEFGRID3
* xyz 0 1
Cl 2.126 -3.686 11.660
Na -0.178 -0.595 14.665
O 4.539 -2.653 15.940
O 0.925 -0.637 12.329
O -2.023 2.141 18.206
O -4.010 -1.161 12.252
O -4.386 0.260 17.498
O -1.198 0.475 11.223
O 1.623 -4.655 16.822
O -3.288 -3.475 16.746
O -2.510 -1.799 14.476
O 1.071 -2.696 14.552
O 1.738 0.826 14.914
O 1.070 3.376 14.235
O 3.894 -0.510 13.573
O -2.093 -2.014 19.153
O -4.076 2.343 14.546
O -1.288 -0.305 16.831
O 2.108 -1.849 17.525
O -1.286 1.535 13.803
H 3.387 -1.302 13.751
H -1.342 1.306 12.876
H 1.744 -1.076 17.092
H -1.159 -0.829 17.622
H -3.422 2.830 15.048
H -2.547 -2.325 18.370
H -3.400 -1.314 12.974
H 1.297 -3.030 13.684
H 3.646 -0.262 12.682
H 1.046 -3.473 15.110
H 1.741 -1.824 18.409
H -2.326 -2.647 19.833
H 5.148 -1.930 16.084
H -1.389 0.592 17.151
H -4.193 -3.291 16.492
H -3.476 0.491 17.683
H -1.835 3.035 18.492
H 2.671 0.644 14.795
H -4.900 0.835 18.066
H -1.964 1.616 19.004
H -0.513 -0.039 11.650
H -4.479 -1.989 12.154
H -2.412 -2.705 14.768
H -1.045 0.348 10.287
H 1.104 4.327 14.338
H 1.861 -3.811 17.207
H -4.203 2.860 13.751
H 1.695 -5.277 17.546
H -3.162 -4.399 16.529
H 3.698 -2.327 16.262
H -2.639 -1.300 15.282
H 1.166 -1.480 11.944
H -2.197 1.601 14.089
H 0.138 3.178 14.135
H 1.651 1.760 14.725
H 1.562 -0.019 11.971
*
```


Here is a single ClH3N2OS molecule at a distorted geometry from the Open Molecules 2025 dataset. Energies are from wB97M-V/def2-TZVPD.

Properties
HOMO-LUMO gap: 8.83 eV
largest force on an atom: 3.62 eV/A
ΔE to the lowest compared entry with this formula, charge and spin: 70.49 kcal/mol
E_HOMO: -9.13 eV
LUMO: -0.297 eV

```
! wB97M-V def2-TZVPD RIJCOSX def2/J DEFGRID3
* xyz 0 1
Cl -0.300 1.992 1.117
S 0.859 1.037 -0.362
O -0.693 -1.546 0.955
N 0.433 -0.716 0.441
N 0.334 1.187 -1.753
H -0.708 1.175 -2.078
H 0.773 -1.389 -0.253
H -0.698 -1.740 1.933
*
```


Here is 2 unconnected molecules or ions with the total composition ClH3NOPS from the Open Molecules 2025 dataset. Energies are from wB97M-V/def2-TZVPD.

Properties
HOMO-LUMO gap (alpha / beta): 6.79 / 6.79 eV
largest force on an atom: 0.92 eV/A
ΔE to the lowest compared entry with this formula, charge and spin: 87.34 kcal/mol
E_HOMO (alpha / beta): -9.37 / -9.37 eV
LUMO (alpha / beta): -2.583 / -2.586 eV

```
! wB97M-V def2-TZVPD RIJCOSX def2/J DEFGRID3
* xyz 0 1
Cl -1.955 0.930 0.352
S -0.901 -2.286 -2.696
P -0.441 -0.406 0.210
O 0.005 -0.572 1.747
N 0.767 0.709 -0.286
H 0.245 0.267 2.166
H 1.688 0.281 -0.279
H 0.592 1.080 -1.214
*
```


Here is 21 unconnected molecules or ions with the total composition ClH40O24 at a distorted geometry from the Open Molecules 2025 dataset. Energies are from wB97M-V/def2-TZVPD.

Properties
HOMO-LUMO gap: 8.71 eV
largest force on an atom: 3.97 eV/A
ΔE to the lowest compared entry with this formula, charge and spin: 8.10 kcal/mol
E_HOMO: -7.20 eV
LUMO: 1.514 eV

```
! wB97M-V def2-TZVPD RIJCOSX def2/J DEFGRID3
* xyz -1 1
Cl 2.377 17.265 -20.205
O 1.674 14.068 -20.620
O 2.986 19.687 -17.897
O 3.801 17.526 -23.740
O 0.228 19.686 -18.798
O 5.594 18.352 -18.147
O -1.504 17.768 -19.634
O 1.774 19.425 -23.145
O 3.911 14.512 -18.374
O 0.818 15.666 -23.233
O -0.668 17.786 -22.581
O 5.099 16.119 -16.415
O 2.980 16.357 -21.212
O -0.402 20.406 -21.302
O -0.210 14.705 -18.726
O 2.706 18.677 -20.656
O 2.687 17.659 -16.038
O 2.950 16.994 -18.824
O 5.625 18.788 -21.185
O 0.455 17.214 -17.383
O 4.751 21.073 -19.419
O 4.355 20.898 -22.422
O 0.890 17.017 -20.237
O 6.383 16.192 -20.817
O 4.804 14.784 -22.405
H 5.189 20.534 -20.111
H 2.126 19.701 -18.310
H 5.686 15.709 -21.283
H 0.065 20.216 -18.008
H 6.535 17.979 -18.153
H 2.901 18.552 -15.715
H 4.433 20.035 -21.947
H 3.083 18.728 -17.780
H 0.120 20.054 -20.591
H 5.678 14.403 -22.683
H 2.209 19.408 -22.278
H 4.572 14.098 -21.783
H 5.191 18.372 -19.031
H -0.364 14.079 -18.042
H 3.481 17.166 -16.260
H -1.038 15.174 -18.568
H 6.214 18.988 -21.905
H -0.584 17.373 -19.749
H -0.034 18.520 -22.649
H 4.667 14.558 -18.938
H 0.170 15.038 -23.561
H -1.417 18.630 -19.312
H 0.302 16.488 -23.095
H 4.703 17.762 -23.821
H 0.206 21.026 -21.677
H 2.261 18.773 -23.637
H 1.999 14.904 -20.974
H 3.422 15.275 -18.662
H 4.149 20.444 -18.979
H -0.744 17.619 -21.675
H 5.136 21.325 -22.096
H 1.130 14.316 -19.917
H 4.677 15.490 -17.011
H 5.734 17.820 -21.111
H 1.180 17.338 -16.818
H 0.377 18.767 -18.441
H 5.379 16.860 -16.982
H 0.669 16.422 -17.883
H 6.939 16.331 -21.596
H 3.693 17.017 -22.962
*
```


Here is 24 unconnected molecules or ions with the total composition ClH46O23 at a distorted geometry from the Open Molecules 2025 dataset. Energies are from wB97M-V/def2-TZVPD.

Properties
HOMO-LUMO gap: 8.72 eV
largest force on an atom: 1.35 eV/A
ΔE to the lowest compared entry with this formula, charge and spin: 37.31 kcal/mol
E_HOMO: -7.68 eV
LUMO: 1.037 eV

```
! wB97M-V def2-TZVPD RIJCOSX def2/J DEFGRID3
* xyz -1 1
Cl -26.854 -14.312 -6.261
O -24.724 -12.435 -10.033
O -25.202 -12.607 -2.055
O -29.657 -14.175 -7.993
O -26.102 -18.501 -3.893
O -23.409 -12.755 -4.985
O -23.666 -15.343 -5.134
O -28.791 -16.628 -9.066
O -23.552 -10.032 -7.957
O -28.823 -12.400 -2.315
O -27.239 -14.647 -2.907
O -28.304 -17.417 -5.973
O -29.590 -15.615 -2.346
O -24.598 -16.116 -8.208
O -27.559 -19.167 -7.814
O -26.025 -16.912 -1.389
O -26.448 -16.490 -11.527
O -24.635 -9.706 -5.324
O -27.136 -13.980 -10.218
O -24.108 -13.092 -7.547
O -27.173 -11.682 -4.648
O -21.837 -15.466 -7.936
O -31.598 -13.185 -5.482
O -29.889 -10.993 -4.771
H -25.485 -15.773 -8.097
H -23.514 -13.704 -4.918
H -25.939 -17.528 -2.117
H -22.686 -9.902 -8.343
H -23.613 -10.978 -7.818
H -24.503 -12.562 -9.110
H -25.697 -11.862 -2.396
H -27.646 -18.524 -7.109
H -30.348 -16.169 -2.533
H -28.342 -13.132 -2.701
H -30.279 -14.080 -7.272
H -24.993 -13.441 -7.440
H -24.126 -9.462 -6.097
H -26.008 -16.049 -1.802
H -27.983 -13.611 -9.965
H -22.769 -15.671 -7.864
H -29.942 -14.725 -2.328
H -23.879 -12.408 -4.226
H -24.233 -13.115 -10.493
H -30.552 -10.304 -4.715
H -24.720 -17.052 -8.365
H -28.960 -16.842 -8.149
H -28.085 -11.477 -4.853
H -27.345 -14.404 -3.827
H -28.798 -14.083 -7.583
H -26.871 -18.547 -3.325
H -27.999 -15.195 -2.714
H -29.330 -12.037 -3.041
H -31.725 -14.133 -5.445
H -25.624 -13.373 -2.444
H -27.293 -16.937 -11.571
H -30.324 -11.707 -5.237
H -26.610 -15.724 -10.976
H -26.972 -12.447 -5.187
H -32.356 -12.823 -5.023
H -26.536 -13.234 -10.206
H -28.472 -17.543 -5.039
H -25.284 -10.329 -5.652
H -27.673 -16.698 -6.007
H -21.496 -15.585 -7.049
H -23.825 -12.879 -6.658
H -24.135 -15.468 -5.959
H -28.227 -18.916 -8.451
H -26.456 -18.553 -4.781
H -28.767 -15.671 -9.089
H -23.212 -16.173 -4.988
*
```


Here is a single ClH4N3 molecule at a distorted geometry from the Open Molecules 2025 dataset. Energies are from wB97M-V/def2-TZVPD.

Properties
HOMO-LUMO gap: 9.89 eV
largest force on an atom: 5.02 eV/A
SMILES: NN(N)Cl
ΔE to the lowest compared entry with this formula, charge and spin: 53.63 kcal/mol
E_HOMO: -9.58 eV
LUMO: 0.316 eV

```
! wB97M-V def2-TZVPD RIJCOSX def2/J DEFGRID3
* xyz 0 1
Cl -1.958 0.081 -0.201
N 0.532 -1.251 0.022
N 0.490 1.219 0.051
N -0.065 0.252 -0.612
H -0.203 -1.673 0.720
H 0.175 2.116 -0.233
H 0.493 -1.995 -0.769
H 0.537 1.251 1.023
*
```


Here is a molecular structure, ClH5N3PS at a distorted geometry from the Open Molecules 2025 dataset. Energies are from wB97M-V/def2-TZVPD.

Properties
HOMO-LUMO gap (alpha / beta): 7.01 / 7.09 eV
largest force on an atom: 5.02 eV/A
ΔE to the lowest compared entry with this formula, charge and spin: 83.70 kcal/mol
E_HOMO (alpha / beta): -8.82 / -8.88 eV
LUMO (alpha / beta): -1.804 / -1.796 eV

```
! wB97M-V def2-TZVPD RIJCOSX def2/J DEFGRID3
* xyz 0 1
Cl 1.682 -1.934 0.262
S -2.935 -1.283 0.331
P -0.543 0.202 -0.046
N 0.171 1.036 -1.281
N 0.295 1.042 1.168
N 0.038 -1.379 -0.098
H -0.039 0.860 2.089
H 1.102 1.716 1.091
H 1.115 0.779 -1.356
H -0.251 0.953 -2.262
H -0.635 -1.992 0.103
*
```


Here is a single ClH5Si3 molecule at a distorted geometry from the Open Molecules 2025 dataset. Energies are from wB97M-V/def2-TZVPD.

Properties
HOMO-LUMO gap: 7.24 eV
largest force on an atom: 4.48 eV/A
ΔE to the lowest compared entry with this formula, charge and spin: 20.56 kcal/mol
E_HOMO: -9.05 eV
LUMO: -1.808 eV

```
! wB97M-V def2-TZVPD RIJCOSX def2/J DEFGRID3
* xyz 0 1
Cl 1.118 2.410 -1.466
Si 0.932 -2.560 0.621
Si -0.138 1.502 -0.146
Si -0.264 -0.777 -0.308
H 0.039 -2.580 1.888
H -1.176 2.312 0.356
H 0.228 -0.755 -1.681
H 0.911 1.491 1.113
H -1.650 -1.043 -0.377
*
```


Question: Number 2 is which compound?
Answer: ClH3N2OS


Question: Which value of largest force on an atom does entry 7 give?
Answer: 5.02 eV/A